1.
DFT (the ωB97M-V functional and the def2-TZVPD basis) results for an isolated molecule of C9H4N2O2S in a non-equilibrium geometry.

Summary:
Energy above the lowest of the compared OMol25 structures with the same formula, charge and spin (kcal/mol): 0.0
Energy (Ha): -1003.55151
Highest occupied orbital energy (eV): -9.82
Frontier orbital gap (eV): 9.236
SMILES: O=C1NC(=O)c2c(N=C=S)cccc21
Net charge: 0

Atoms and positions in Å:
C -0.02982 0.36687 1.15371
C 0.83831 -0.51182 1.77523
H 1.30502 -2.57105 -0.90620
C -1.31647 1.34329 -0.52134
C -0.70255 1.57950 1.69529
C 0.37033 -0.47214 -3.18574
O -1.64960 1.71441 -1.60671
H -2.60727 1.76311 0.99934
N -0.27802 -0.99486 -2.30361
S 1.13200 0.16743 -4.37838
C 0.94322 -1.73623 -0.32169
C 0.09530 -0.82255 -0.93594
C 1.31191 -1.57667 1.02013
H 1.98470 -2.29736 1.46682
H 1.12388 -0.36752 2.80754
N -1.66808 2.02485 0.71251
C -0.40068 0.22663 -0.17777
O -0.45218 2.16412 2.70681



2.
DFT (the ωB97M-V functional and the def2-TZVPD basis) results for a cluster of 21 separate species, C9H55N4O22 in total in a non-equilibrium geometry.

Summary:
Energy (Ha): -2249.87991
Highest occupied orbital energy (eV): -10.12
Frontier orbital gap (eV): 6.946
Net charge: +1

Atoms and positions in Å:
H 14.36477 12.13297 12.17567
H 8.52568 8.62488 6.63876
H 13.71814 8.73187 8.45974
O 7.12106 9.97308 13.62347
H 12.04478 8.54626 7.84256
C 12.40916 10.43392 8.74846
H 11.52677 14.27308 9.03361
H 11.89351 16.84440 14.41523
H 15.12995 9.51640 6.26079
O 10.78573 14.07607 8.31717
H 11.49911 13.91470 16.31653
N 11.31478 10.97055 9.37897
H 11.48117 6.18886 8.35873
O 8.37182 5.21328 12.81518
N 10.82880 13.88421 13.14275
H 11.27089 12.00444 9.38406
H 12.86711 5.16535 7.23219
H 15.67467 11.45317 14.15807
H 8.37853 7.83160 8.75029
C 8.79423 7.82579 10.80400
C 10.20579 12.23492 11.83290
H 14.49374 10.69444 7.05249
H 14.52956 10.93447 15.08574
N 11.36297 11.90688 12.42292
O 6.80380 4.58152 10.85485
O 14.78184 11.76444 14.48071
H 8.99743 13.93762 11.86194
H 7.68555 5.51386 13.50650
H 10.26000 5.55010 9.33136
O 13.18965 9.79904 11.97867
H 7.82750 7.17968 6.79348
H 10.72431 9.59777 10.71164
H 9.98303 14.63092 8.66504
O 9.38076 9.85553 7.88686
O 11.12547 14.87583 16.34020
O 11.49797 16.72174 13.47166
O 14.25505 12.86562 11.49168
H 7.84392 4.95487 11.99633
C 12.67361 8.90791 8.69161
H 13.15807 9.44251 12.95543
H 11.08057 14.83320 13.42475
H 10.96873 12.58234 7.37213
H 16.07828 7.18300 6.80574
C 9.42521 9.54498 9.06024
H 8.04880 4.45739 9.81015
H 8.70478 10.81559 11.52182
C 10.28259 10.32034 10.08346
C 9.42718 11.35220 10.84515
H 6.87772 10.89954 13.17512
O 11.12342 6.18071 9.32512
O 13.29654 11.15704 8.37261
C 11.79045 12.94460 13.15867
H 13.32923 10.51040 5.39852
O 15.49594 7.82296 6.27875
H 11.85482 10.86373 5.91130
H 11.33917 17.64543 13.05428
H 8.79450 12.00269 10.13475
H 14.65464 13.29976 15.16544
H 6.24120 15.03125 10.39550
H 6.22124 5.37363 10.50773
O 14.98101 10.49088 6.19802
O 14.80224 14.25416 15.49824
H 11.91332 11.08004 12.18620
O 12.41207 10.15126 5.35406
O 8.63021 7.63427 6.32819
C 9.86300 13.53537 12.17970
H 6.26040 15.82481 11.87867
O 6.66232 6.26006 7.71862
H 8.53309 6.76571 10.69880
H 8.09168 4.29847 8.17258
N 8.78724 8.43250 9.43632
H 14.12864 9.55077 11.60067
H 8.10369 8.33970 11.45006
O 10.86988 11.92510 6.60953
O 6.51479 14.95243 11.40364
H 10.22751 11.20330 6.97081
H 9.75613 7.80522 11.28866
H 6.05555 6.36917 8.53288
H 15.13701 12.96551 10.96515
O 8.67551 4.35403 9.03513
H 14.93330 14.82307 14.64667
H 10.05256 14.89035 16.39399
H 7.59933 10.12887 14.47412
H 14.77729 7.20086 5.79155
H 12.44668 8.40354 9.62421
H 6.15564 3.90024 11.28486
H 6.21958 5.72098 6.96188
H 12.76743 6.43569 6.24641
O 12.19898 5.83628 6.85407
H 12.75183 13.05894 13.67684



3.
DFT (the ωB97M-V functional and the def2-TZVPD basis) results for a cluster of 18 separate species, C9H55NO20Si in total in a non-equilibrium geometry.

Summary:
Energy (Ha): -2224.92745
Highest occupied orbital energy (eV): -9.76
Frontier orbital gap (eV): 9.462
Net charge: 0

Atoms and positions in Å:
C 0.71090 2.96228 -0.24964
O -6.00869 -6.05147 6.39887
H 5.35279 0.56017 -5.51460
H -1.75125 3.12492 -1.68238
H -0.31704 1.34515 -3.73164
H -0.12313 -6.25094 6.10290
H 0.74321 -5.01545 8.32460
H -5.55702 -6.44576 5.64674
H 1.35378 -0.22463 -0.47068
C 1.71888 2.94554 0.93422
C 1.63179 1.71412 1.85712
H -4.85255 4.41218 -2.81066
H -0.63067 -1.05531 -4.56278
H 0.58469 3.07236 -5.91812
H -4.01962 3.23861 -3.33083
O -4.24374 -3.44373 7.48904
C -1.59216 2.30032 -2.37962
H -1.31061 2.20855 2.09281
C 2.74986 2.10680 -2.49795
H -2.22300 0.01521 1.04503
H -0.01603 3.13997 -3.50876
H 4.60996 1.05437 -2.66070
H 2.75742 3.11143 0.63280
O -1.03594 -6.54661 6.15639
H -1.85116 0.08811 -2.49223
O -0.59621 -3.37007 -1.11633
H 5.89508 2.06189 -1.00480
O 1.29971 -3.78013 1.54344
O 5.57392 0.45091 -4.58423
O -0.43991 -1.94215 -4.23973
O -4.62561 3.93939 -3.61674
H 0.05885 -3.37050 -1.82319
O 0.68745 -5.97663 8.28496
H 5.21079 4.19177 -0.63058
H -2.47931 -5.09962 4.74738
H -1.21663 -6.55115 7.10085
H 2.04388 2.79124 -6.23288
H -1.44048 -3.37772 2.32082
C -0.21632 2.17935 -3.03182
Si 1.07309 1.79304 -1.67546
O -2.67511 1.86325 -3.15817
H 0.92867 -0.51629 -2.05132
O -3.04024 -1.95270 -2.59690
H 3.64461 0.48042 -1.33820
O -2.56488 -4.14341 4.63305
H -1.92611 1.34359 -6.16496
C -2.25955 0.98362 -2.04915
O -2.84385 1.06928 -6.08228
H -3.01397 1.10521 -5.13294
H -1.41616 -3.12533 -1.55522
H -3.09624 0.96134 -1.35821
O 3.85463 6.41441 0.08664
H 2.63157 1.66291 -3.49465
H 2.89333 3.17633 -2.66117
H -1.69339 2.89927 3.38995
H 1.45023 3.79535 1.57357
C 4.82388 2.27651 -0.92289
O -2.16631 -3.08122 1.75836
H 3.76186 5.57552 -0.37841
H -5.06820 -3.19056 7.06063
H -3.65828 -1.65402 -3.27479
H 1.40335 -6.28050 8.85226
H -1.27428 -2.23847 -3.85401
H 1.49573 -2.84327 1.64821
O 1.41381 2.80876 -5.50445
H 2.87867 0.82266 0.61764
H -3.60220 -2.16941 -1.84378
H -5.46062 -5.29429 6.63593
C 3.96710 1.40019 -1.84366
O 4.59906 3.66305 -1.15316
H -0.75961 -0.26143 0.70668
O -1.38728 -0.24697 1.44862
H 4.56270 2.05244 0.12555
H 0.62582 4.00123 -0.58842
H -3.59781 -3.45088 6.76991
N 0.80142 0.10315 -1.25689
H 3.35389 6.29376 0.89949
H 1.90674 2.05586 2.86020
H -2.75505 -4.02566 3.69452
H 0.45541 -3.79369 1.07433
H 0.61036 1.33462 1.92024
O -1.18903 3.03213 2.58062
H 5.67125 -0.50084 -4.47328
H -2.10579 -2.11638 1.79076
O 2.58074 0.69381 1.52398
H -0.26983 2.71083 0.17413



4.
DFT (the ωB97M-V functional and the def2-TZVPD basis) results for a structure of composition C9H56NO20Sr in a non-equilibrium geometry.

Summary:
Energy (Ha): -1966.52962
Highest occupied orbital energy (eV): -9.51
Frontier orbital gap (eV): 5.433
Net charge: +1

Atoms and positions in Å:
H 2.16391 0.89965 0.08224
H -2.68517 -0.47384 0.84317
H 1.41860 0.50203 -4.05003
H -4.61290 0.43078 2.67225
O 5.41733 -1.51772 -1.42251
O -6.22094 -0.39081 -1.06115
C 1.12552 -0.85027 0.92087
O 3.97705 2.76479 -0.42586
Sr -1.59754 0.27402 3.95101
H 4.69812 2.26889 -0.81364
H 1.76154 1.80235 -3.35473
H 1.64597 -1.59299 -4.98836
O 0.58260 3.39391 0.22548
O 0.53844 1.34714 4.86764
H -4.33405 -5.21519 0.18642
H -5.65217 0.37178 -1.16690
C -1.08000 -0.19523 -0.38922
O -3.48841 4.35951 1.69148
C 1.66471 -1.11684 2.36562
H -2.06376 3.42128 -1.30666
H -1.76502 -2.28106 0.00368
H -6.77587 -0.17425 -0.31189
C -0.64314 0.59893 -1.59278
H 0.89756 -1.58708 2.98080
H 5.33276 -1.45468 -0.47114
H -2.32964 2.80909 -3.29446
O 1.88223 3.38221 -2.15518
C -1.20973 -1.69936 -0.73210
O -2.05835 3.71210 -0.39471
H -1.34517 0.38257 -2.39803
C -2.47147 0.17476 -0.00639
H 1.37906 3.82454 0.53604
H 0.56733 -1.37501 -3.94870
H 6.36112 -1.50022 -1.58122
H -0.48547 1.66957 -1.46245
H -2.71447 -0.73137 -5.00320
O -3.99365 -4.33626 0.35333
O -0.53948 -1.47738 5.53394
H -1.37579 -1.95839 1.91615
H -2.26652 -2.77396 2.82901
H 0.26315 0.07168 -1.89067
H -2.52056 1.15451 0.46879
C 0.11643 -2.44851 -0.93078
O 2.13849 1.11605 -3.90530
H 0.60363 -2.19569 -1.87248
H -2.84292 4.03966 1.06120
H -0.10784 -3.50992 -1.03672
O -1.49298 3.25313 -3.15635
O -0.28891 1.11164 1.65347
H 1.07776 0.84686 5.48008
H -3.94036 -3.93116 -0.51228
H 2.56173 3.35198 -1.48168
H -1.13261 3.72244 -0.15160
H 0.43689 2.68126 0.84768
H 5.48897 -1.20814 1.75325
H 3.70521 2.16515 3.40880
H 3.75790 2.28482 0.37278
N -0.19298 -0.16644 0.81278
H -0.99818 3.08777 -3.95888
H 3.11118 -0.47504 0.26714
H 1.38215 -5.60457 -2.10709
O 3.23206 2.44688 2.62586
H 0.92899 -4.31825 -2.76433
H 4.69467 -2.49692 1.74724
H -3.21176 0.06948 -0.79946
H -3.96760 1.74862 3.04476
H -3.89303 5.11192 1.25975
C 0.97258 -2.34739 0.32547
H -1.08573 -2.22988 5.76104
O 5.06006 -1.83023 1.16565
H 2.40190 1.97183 2.66322
H 1.07899 3.13511 -1.69694
C 2.09155 -0.18572 0.01271
O -1.87943 -1.90433 2.72834
H 0.67189 -3.10761 1.04641
H 0.30497 -1.66086 5.94562
O 0.84591 -1.09501 -4.82061
O -3.76062 0.84361 2.81165
O 1.71426 -4.81450 -2.53340
H 0.51881 2.23185 5.23252
H -1.90800 0.53419 -5.20284
H 1.98866 -0.13826 2.71996
H 2.11734 -0.53717 -1.01875
H 1.90101 -2.68915 -0.13205
H -1.83212 -1.78119 -1.62318
O -2.32090 -0.18386 -5.68259
H 2.50429 -1.80860 2.43396



5.
DFT (the ωB97M-V functional and the def2-TZVPD basis) results for a cluster of 23 separate species, C9H62NO23 in total in a non-equilibrium geometry.

Summary:
Energy above the lowest of the compared OMol25 structures with the same formula, charge and spin (kcal/mol): 100.8
Energy (Ha): -2165.31570
Highest occupied orbital energy (eV): -3.98
Frontier orbital gap (eV): 5.730
Net charge: -1

Atoms and positions in Å:
O -14.11395 6.15263 5.18777
H -16.71788 9.53377 9.86664
H -10.52603 5.55690 4.70130
H -18.04147 9.04988 9.31358
H -18.43394 0.18564 7.15932
H -15.69979 10.19421 7.80991
H -12.86710 7.19240 9.51654
H -18.11545 4.67955 7.46382
H -16.81234 6.92395 7.46224
H -15.66475 2.49222 2.87216
O -17.20694 9.43722 9.04948
O -21.10582 3.09456 5.43956
H -17.97980 7.56192 6.26802
O -16.36960 -0.34646 6.53273
H -21.21023 2.26957 4.96554
H -16.09023 7.67339 3.72068
H -22.07227 3.89563 7.93249
H -14.36777 5.03379 2.36998
O -16.13442 1.66470 2.97631
O -14.93685 9.80985 4.88552
H -15.39971 1.62844 9.49307
H -14.18228 0.50072 3.54579
O -14.79397 4.23951 2.69200
H -17.04972 1.88480 2.80309
H -11.98543 2.00917 8.88712
O -14.40418 8.00921 8.45554
H -13.01533 3.59426 5.94129
H -10.42747 0.35998 6.86601
C -16.75401 6.84384 3.96428
O -21.81479 4.76681 7.63081
C -15.19969 4.28927 6.56725
H -18.77582 5.71228 5.36564
H -18.00304 4.70037 4.32184
H -19.47156 5.03071 0.85340
H -16.80390 -0.52678 5.69901
H -12.76886 7.94662 7.83195
C -16.64030 6.10680 5.31531
H -15.05776 8.88006 5.07813
H -20.42795 5.28342 2.93510
H -18.37958 4.98588 1.90100
O -12.39825 7.30068 10.34400
H -14.98509 7.34462 8.08528
H -15.79226 5.43321 8.35117
H -13.82065 2.57686 6.98041
O -12.23278 2.32807 9.75508
H -16.24943 8.02765 6.57202
O -13.86163 -0.28272 3.99259
H -16.45730 6.09953 3.22532
H -14.97713 8.55638 8.99274
O -18.60228 1.02741 7.58276
C -17.84372 5.15091 5.30150
H -14.04307 5.50085 8.01853
H -20.84231 6.99737 4.94108
H -13.03047 7.91934 2.38969
H -21.69276 6.09903 2.77103
H -15.81795 10.18102 4.93155
H -15.90051 11.18470 6.68272
O -21.24620 5.50858 3.37781
O -19.30882 4.79886 1.76772
H -12.43097 6.64597 7.13479
H -14.75515 3.95448 8.54422
O -11.23987 0.86464 6.90537
C -14.03414 3.29972 6.19300
H -21.29612 4.60435 6.84289
H -16.42529 3.04440 7.64961
H -11.00361 1.72685 6.56330
H -17.75271 7.21094 3.72770
H -12.05313 8.06634 4.83137
H -16.08966 1.44472 10.82802
O -12.04231 7.46863 7.43209
H -14.34016 2.60392 5.41176
C -14.93290 4.87230 7.98376
N -15.34159 5.32114 5.46566
O -15.33068 10.98995 7.42677
O -11.16114 6.27044 4.64024
H -12.24874 9.54825 5.07128
H -12.93231 7.91845 10.84337
O -21.11051 7.86964 5.22996
H -20.41572 3.55822 4.96519
H -16.49842 2.44633 6.11738
C -17.86364 4.17153 6.53291
H -12.19224 1.55344 10.31591
H -17.73302 1.36744 7.79488
H -11.98646 5.83887 4.41931
H -15.43530 -0.41633 6.33668
O -11.82330 8.92677 4.48053
O -13.37886 7.02816 2.36380
C -16.49448 3.41072 6.62535
O -16.17616 1.24070 9.89683
H -20.74280 7.95473 6.10961
H -18.68419 3.45682 6.59625
H -13.38895 0.05213 4.75462
H -13.87152 6.93929 3.17965
H -14.78309 4.33075 3.64478
C -16.95845 7.21354 6.42163